{"formula": "C11H19BrCl14O2", "method": "the ωB97M-V functional and the def2-TZVPD basis", "elements": ["C", "C", "C", "O", "O", "C", "Br", "H", "H", "H", "H", "H", "C", "Cl", "Cl", "H", "H", "C", "Cl", "Cl", "H", "H", "C", "Cl", "Cl", "H", "H", "C", "Cl", "Cl", "H", "H", "C", "Cl", "Cl", "H", "H", "C", "Cl", "Cl", "H", "H", "C", "Cl", "Cl", "H", "H"], "xyz": [[-1.259, 2.560, -0.425], [-1.271, 3.743, -1.376], [-0.679, 5.156, -0.719], [-0.761, 5.291, 0.609], [-0.091, 6.259, -1.496], [1.307, 5.955, -1.893], [2.500, 5.532, -0.301], [-1.334, 2.709, 0.756], [-1.129, 1.484, -0.870], [-1.642, 3.657, -2.499], [1.318, 4.977, -2.573], [1.690, 6.889, -2.492], [-2.586, -1.578, -0.836], [-2.304, 0.144, -0.551], [-3.459, -2.312, 0.515], [-3.176, -1.696, -1.747], [-1.623, -2.082, -0.952], [2.039, 2.388, 1.999], [1.369, 1.828, 3.536], [0.776, 2.530, 0.769], [2.501, 3.367, 2.148], [2.790, 1.673, 1.656], [-1.477, -5.020, -2.033], [-0.246, -5.000, -0.765], [-1.122, -3.822, -3.284], [-1.503, -6.013, -2.489], [-2.449, -4.792, -1.589], [2.243, -4.254, 2.146], [2.012, -2.761, 3.064], [3.763, -4.217, 1.244], [2.261, -5.098, 2.839], [1.415, -4.371, 1.443], [0.278, -7.125, 3.918], [-0.117, -5.403, 3.871], [0.811, -7.699, 2.333], [1.080, -7.286, 4.642], [-0.610, -7.686, 4.219], [4.151, 8.665, 1.750], [5.382, 8.685, 3.018], [4.507, 9.862, 0.499], [4.125, 7.672, 1.295], [3.179, 8.893, 2.194], [-4.633, -4.325, -4.421], [-4.086, -3.029, -3.349], [-3.809, -5.845, -4.052], [-5.709, -4.463, -4.292], [-4.418, -4.045, -5.455]], "atomic_forces_ev_per_a": [[-0.8909, 4.2492, -2.8242], [0.8067, -1.5707, 2.7037], [-1.7667, -0.3877, 6.0487], [0.6914, -0.5266, -8.3018], [1.1341, -2.9704, 0.8719], [-1.0634, -0.5043, -1.4608], [-0.6965, 0.5994, -1.2581], [-0.1763, -0.1390, -3.3381], [-0.1069, 3.3838, 0.7439], [1.5604, 0.1652, 2.4808], [0.1154, 2.1667, 1.6262], [-0.6967, -1.9070, 1.5653], [-0.0955, -0.3100, -0.1308], [-1.0299, -2.0237, -0.0512], [-0.0121, -0.1693, -0.0747], [0.2258, 0.2535, 0.5231], [-0.1997, 0.2009, 0.1294], [0.6941, -0.0228, -0.0698], [0.0768, 0.0070, 0.0146], [2.1611, -0.2307, 0.9640], [-0.2496, -0.1810, -0.0112], [-0.2496, 0.1007, 0.1439], [-0.2129, -0.2249, 0.0142], [-0.0275, -0.0528, 0.0805], [0.6011, -0.1724, -0.0157], [0.1521, 0.3375, 0.1304], [0.2654, 0.0470, -0.0782], [-0.0807, -0.2566, -0.0304], [-0.0798, -0.0004, 0.0018], [0.0133, -0.0804, -0.0772], [0.1494, 0.3767, -0.2530], [0.2619, 0.1142, 0.1932], [-0.0938, -0.2228, 0.3334], [-0.2659, -0.1062, 0.2543], [0.0308, -0.0861, 0.0040], [-0.1510, 0.1131, -0.2615], [0.2020, 0.1950, -0.1848], [-0.3097, -0.2509, 0.0018], [-0.0423, -0.0755, 0.0613], [-0.0937, -0.0393, -0.0612], [0.1014, 0.3150, 0.0753], [0.3168, 0.0360, -0.1010], [-0.2895, 0.0592, -0.3295], [-0.8339, 0.0123, -0.2826], [-0.2631, -0.1519, -0.1901], [0.3355, 0.0023, 0.0957], [0.0820, -0.0711, 0.3244]], "homo_energy_ev": -9.1}

=====

{"formula": "C11H19Cl2NO7", "method": "the ωB97M-V functional and the def2-TZVPD basis", "elements": ["O", "C", "O", "C", "C", "O", "H", "H", "H", "H", "O", "C", "O", "C", "C", "O", "H", "H", "H", "H", "C", "N", "C", "C", "O", "H", "H", "H", "H", "H", "H", "H", "Cl", "C", "C", "Cl", "H", "H", "H", "H"], "xyz": [[2.801, 2.311, 0.271], [2.216, 3.216, -0.213], [0.872, 3.386, -0.121], [0.505, 4.661, -0.646], [1.845, 5.260, -1.121], [2.768, 4.198, -0.964], [-0.200, 4.512, -1.466], [-0.006, 5.233, 0.126], [2.143, 6.106, -0.499], [1.796, 5.601, -2.151], [0.253, 1.934, 2.774], [-0.323, 1.519, 3.723], [-1.540, 1.923, 4.143], [-1.856, 1.334, 5.397], [-0.695, 0.341, 5.642], [0.164, 0.539, 4.533], [-1.948, 2.106, 6.159], [-2.815, 0.821, 5.331], [-1.068, -0.681, 5.680], [-0.149, 0.563, 6.558], [-0.301, -3.912, -5.694], [-1.062, -4.697, -4.724], [-1.534, -4.294, -3.516], [-1.235, -2.888, -3.070], [-2.188, -5.048, -2.817], [-0.682, -2.895, -5.744], [-0.493, -4.341, -6.680], [0.771, -3.967, -5.518], [-1.337, -5.613, -5.035], [-0.962, -2.917, -2.020], [-2.172, -2.326, -3.109], [-0.484, -2.373, -3.661], [1.815, -2.953, 1.790], [0.575, -1.708, 1.556], [1.044, -0.547, 0.721], [1.183, -1.043, -1.007], [0.249, -1.387, 2.544], [-0.299, -2.142, 1.070], [2.005, -0.120, 0.997], [0.345, 0.287, 0.760]], "atomic_forces_ev_per_a": [[0.3302, -0.2567, -0.0064], [-0.6392, -0.0487, -0.1729], [0.2864, 0.2556, 0.1314], [-0.1196, -0.1590, -0.3614], [-0.6847, 0.4130, 0.3018], [0.2195, 0.0415, 0.1031], [0.0913, -0.0735, -0.0112], [0.2036, 0.0522, 0.0838], [0.1260, -0.0929, 0.0199], [0.1911, -0.2169, -0.1038], [-0.1479, 0.0333, -0.0781], [0.1774, -0.3389, 0.1479], [0.0825, 0.2033, -0.0422], [-0.0552, -0.4129, 0.2615], [-0.5482, 0.3499, 0.3875], [-0.0228, 0.1650, -0.2415], [0.1937, 0.0609, -0.0691], [0.0201, 0.0471, -0.1685], [0.2326, -0.0881, -0.1497], [0.0247, -0.0479, -0.0251], [-0.5933, -0.4650, -0.0990], [0.3246, 0.3029, -0.6624], [-0.0503, -0.3026, 0.1442], [-0.2917, 0.1147, 0.0703], [-0.0606, 0.0015, -0.0162], [0.2943, 0.1301, 0.1002], [0.0770, -0.0100, 0.0495], [0.0485, 0.2952, 0.1031], [-0.1055, -0.1063, 0.3505], [0.2125, -0.0242, -0.0355], [0.0478, 0.0156, -0.1384], [0.0811, 0.0328, 0.1303], [0.0464, -0.1221, -0.0543], [-0.5441, 0.3025, -0.0083], [0.2450, 0.3605, -0.2294], [0.0082, 0.1062, 0.1406], [0.2451, 0.1905, 0.0184], [0.1855, -0.2702, 0.0171], [0.0589, -0.2683, 0.1322], [-0.1906, -0.1699, -0.0197]], "de_lowest_kcal_mol": 0.0, "homo_energy_ev": -9.3, "smiles": "O=C1OCCO1.O=C1OCCO1.CNC(C)=O.ClCCCl"}

=====

{"formula": "C11H19CrF6N5O8S4", "method": "the ωB97M-V functional and the def2-TZVPD basis", "elements": ["Cr", "F", "C", "F", "F", "S", "O", "O", "N", "S", "O", "O", "C", "F", "F", "F", "O", "C", "N", "C", "S", "N", "C", "H", "H", "H", "H", "H", "H", "H", "H", "C", "C", "C", "C", "N", "N", "C", "H", "H", "H", "H", "H", "H", "H", "H", "C", "S", "O", "O", "O", "H", "H", "H"], "xyz": [[-0.113, 0.048, 0.131], [-3.815, 3.918, 2.130], [-3.155, 2.766, 2.244], [-3.920, 1.792, 1.755], [-2.935, 2.527, 3.537], [-1.540, 2.868, 1.358], [-0.995, 1.533, 1.475], [-0.901, 3.948, 2.043], [-1.956, 3.337, -0.082], [-1.895, 2.481, -1.396], [-0.942, 1.387, -1.395], [-1.874, 3.342, -2.533], [-3.548, 1.642, -1.491], [-4.505, 2.456, -1.036], [-3.823, 1.345, -2.759], [-3.557, 0.528, -0.774], [-0.706, -1.039, 1.198], [1.422, -4.530, 0.044], [0.732, -3.458, -0.645], [-0.550, -3.072, -0.601], [-1.030, -1.807, -1.634], [-1.460, -3.609, 0.215], [-1.318, -4.593, 1.269], [2.462, -4.487, -0.273], [1.028, -5.514, -0.218], [1.392, -4.417, 1.128], [1.286, -2.931, -1.324], [-2.352, -3.155, 0.122], [-0.970, -5.554, 0.892], [-2.301, -4.739, 1.711], [-0.647, -4.241, 2.053], [4.282, -1.892, 2.782], [3.342, -0.774, 2.490], [3.285, 0.530, 2.936], [2.177, 1.106, 2.281], [1.599, 0.202, 1.503], [2.313, -0.918, 1.645], [1.642, 2.496, 2.348], [5.045, -1.565, 3.486], [4.778, -2.223, 1.867], [3.761, -2.746, 3.219], [3.958, 1.009, 3.627], [2.031, -1.729, 1.120], [2.218, 3.140, 3.009], [0.606, 2.454, 2.666], [1.656, 2.934, 1.348], [3.212, 0.357, -3.161], [2.798, -0.548, -1.697], [2.623, -1.940, -2.112], [3.892, -0.351, -0.767], [1.530, 0.069, -1.266], [4.142, -0.047, -3.556], [3.332, 1.403, -2.892], [2.406, 0.238, -3.881]], "atomic_forces_ev_per_a": [[0.5566, -1.3423, 1.4144], [-0.0115, 0.0365, 0.0309], [-0.0374, -0.1363, -0.1591], [0.0102, -0.0267, 0.0049], [0.0151, -0.0084, 0.0277], [-0.4882, 0.5229, 0.1069], [-0.2403, 0.4651, -0.2893], [-0.0149, -0.0280, -0.0227], [0.0861, -0.3162, 0.0382], [-0.0645, -0.0074, -0.4090], [0.0144, 0.1737, 0.2862], [-0.0482, 0.0594, 0.0849], [0.0501, 0.0264, 0.0190], [-0.0286, 0.0305, -0.0372], [0.0264, -0.0618, -0.0205], [-0.0120, 0.0060, 0.0598], [0.0990, 0.3106, -0.5086], [-0.0748, 0.0294, -0.0022], [-0.0549, -0.0440, -0.0227], [0.1995, 0.1700, 0.0248], [-0.2852, -0.0627, -0.4780], [-0.1749, -0.4049, -0.3134], [0.1193, 0.1696, 0.0684], [0.0023, 0.0006, -0.0005], [0.0306, -0.0143, -0.0004], [0.0262, -0.0219, 0.0046], [0.0553, 0.0267, 0.0556], [0.0648, 0.1475, 0.1137], [-0.0113, -0.0109, 0.0159], [0.0031, -0.0079, 0.0090], [-0.0384, 0.0047, 0.0357], [0.0283, -0.0049, -0.0389], [-0.0435, 0.0171, 0.0452], [0.0024, -0.0018, -0.0238], [0.1711, -0.0194, -0.0335], [-0.1920, 0.5077, -0.2981], [-0.1697, -0.1825, 0.0845], [0.0864, -0.2785, -0.1082], [-0.0026, 0.0057, -0.0015], [0.0015, 0.0126, -0.0041], [0.0032, -0.0009, 0.0014], [0.0019, -0.0007, -0.0032], [0.0015, 0.0106, -0.0252], [0.0447, -0.1025, 0.0626], [0.4188, 0.1815, 0.2386], [-0.0343, 0.0814, 0.0386], [-0.0184, -0.0321, -0.0822], [0.0037, 0.0185, 0.0210], [0.0190, -0.0093, 0.0425], [-0.0032, 0.0261, -0.0239], [-0.0826, 0.0895, -0.0641], [0.0030, 0.0032, 0.0075], [-0.0013, -0.0029, 0.0140], [-0.0122, -0.0046, 0.0136]], "s2": 0.79, "de_lowest_kcal_mol": 0.0, "charge": -1, "homo_energy_ev": [-4.2, -4.2], "spin_multiplicity": 2}

=====

Number 1: electronic energy -261160.1556 eV. Number 2: electronic energy -52583.0281 eV. Number 3: electronic energy -123615.0221 eV.